No. 1
C7H10N3 | ωB97M-V/def2-TZVPD

Orbital gap in eV: 9.9707
Calculated total energy in Eh: -436.7316
Maximum force in eV/Å: 4.43
Energy above the lowest of the compared OMol25 structures with the same formula, charge and spin in kcal/mol: 21.72
Net charge: +1
HOMO level in eV: -13.21

```
20
Properties=species:S:1:pos:R:3:forces:R:3
C 0.482 1.706 1.178 2.766 1.476 2.132
C 0.958 0.530 0.308 -0.581 0.751 -0.070
N 1.523 -0.541 1.170 0.175 -1.433 1.264
C -0.051 -0.035 -0.598 -1.593 -1.734 -1.473
C -0.056 0.143 -1.959 -1.389 0.606 0.335
N -1.275 -0.364 -2.438 0.819 -0.227 1.998
C -1.984 -0.986 -1.416 0.266 -0.483 -1.854
C -1.263 -0.907 -0.288 2.786 3.157 -1.372
C -1.379 -1.324 1.003 -0.804 -0.529 0.928
N -1.273 -1.578 2.110 0.219 -0.401 1.436
H -0.552 1.869 1.247 -1.450 0.046 -0.457
H 0.779 1.612 2.292 -0.262 -0.263 -1.565
H 1.021 2.695 0.924 -1.040 -1.628 -0.072
H 1.778 0.898 -0.308 0.158 -0.233 0.134
H 2.155 -1.182 0.708 0.436 0.083 -0.536
H 0.906 -1.194 1.702 -0.814 0.706 -0.713
H 1.996 -0.095 1.926 1.045 0.491 0.673
H 0.606 0.792 -2.566 -0.612 -0.788 0.314
H -1.493 -0.463 -3.393 -0.362 0.014 -1.032
H -2.881 -1.575 -1.603 0.237 0.389 -0.073
```
Positions in Å, forces in eV/Å.


No. 2
C28H27AsN3O6SW | ωB97M-V/def2-TZVPD

Orbital gap (spin up / spin down) in eV: 6.3312 / 6.3348
Calculated total energy in Eh: -4399.7777
Maximum force in eV/Å: 2.65
Energy above the lowest of the compared OMol25 structures with the same formula, charge and spin in kcal/mol: 15.12
Net charge: +1
HOMO level (spin up / spin down) in eV: -11.58 / -11.58

```
67
Properties=species:S:1:pos:R:3:forces:R:3
W -0.637 -0.724 -1.501 0.690 -0.971 2.365
C 1.842 2.066 2.409 0.015 -0.054 0.028
C 2.203 1.040 3.455 -0.054 0.053 0.000
C 3.219 1.307 4.372 0.038 0.033 -0.002
C 3.554 0.406 5.371 -0.001 0.010 -0.005
C 2.871 -0.798 5.483 0.021 0.009 0.024
C 1.870 -1.097 4.576 -0.007 -0.089 -0.035
C 1.549 -0.190 3.572 -0.121 -0.096 -0.052
N 0.485 -0.539 2.666 0.122 0.141 0.225
C 0.642 -0.663 1.342 -0.514 -0.193 0.088
N 1.876 -0.684 0.874 0.331 0.035 -0.296
C 2.339 -0.816 -0.460 -0.116 -0.082 0.228
C 1.501 -0.904 -1.557 -0.539 0.289 -1.095
C 2.071 -1.065 -2.827 0.094 0.035 0.174
C 3.436 -1.136 -2.985 0.091 -0.011 0.007
C 4.256 -1.040 -1.866 0.156 0.002 -0.027
C 3.731 -0.882 -0.598 0.255 -0.071 0.111
C 4.633 -0.817 0.613 -0.027 0.029 -0.056
N -0.427 -0.787 0.549 0.053 -0.078 -0.713
C -1.760 -0.760 1.109 -0.002 -0.256 -0.022
C -2.276 0.458 1.570 -0.053 0.025 -0.013
C -3.552 0.520 2.080 -0.094 -0.048 0.073
C -4.326 -0.640 2.129 -0.024 0.083 0.034
C -3.801 -1.849 1.715 -0.035 -0.066 0.009
C -2.500 -1.952 1.215 0.074 -0.112 -0.136
C -1.937 -3.315 0.889 -0.039 0.138 0.238
H 1.969 3.069 2.810 0.010 0.000 0.006
H 0.809 1.968 2.075 0.004 -0.005 0.016
H 2.482 1.986 1.526 -0.010 -0.010 0.008
H 3.740 2.257 4.308 -0.035 -0.079 0.009
H 4.343 0.650 6.071 -0.043 -0.009 -0.030
H 3.117 -1.500 6.269 -0.006 0.033 -0.044
H 1.330 -2.037 4.634 0.052 0.085 -0.011
H -0.449 -0.642 3.030 -0.068 0.057 -0.002
H 2.589 -0.640 1.586 0.083 0.020 0.008
H 1.433 -1.127 -3.696 -0.099 0.041 -0.077
H 3.867 -1.256 -3.971 -0.007 -0.016 0.050
H 5.334 -1.094 -1.982 -0.077 0.007 0.008
H 5.677 -0.856 0.309 -0.030 0.003 0.004
H 4.462 -1.662 1.291 0.013 0.057 -0.042
H 4.498 0.110 1.184 0.014 -0.060 -0.047
H -1.672 1.350 1.496 0.017 -0.010 0.016
H -3.948 1.463 2.433 -0.001 -0.049 -0.027
H -5.341 -0.597 2.508 0.072 -0.007 -0.012
H -4.397 -2.751 1.799 0.045 0.083 -0.030
H -2.646 -4.087 1.182 0.018 0.036 0.050
H -1.004 -3.488 1.430 0.015 0.008 0.007
H -1.724 -3.450 -0.164 0.007 0.037 -0.152
O -1.226 -0.849 -4.126 0.285 -0.103 -0.009
As -2.680 -0.607 -3.047 0.164 0.385 -2.076
O -3.839 -1.592 -3.612 -0.189 -0.122 0.662
O -0.858 -2.359 -1.857 -0.266 0.024 0.686
C -2.981 1.195 -3.678 0.042 0.283 0.204
C -3.828 1.364 -4.752 -0.113 0.110 0.027
C -3.911 2.608 -5.370 -0.052 0.088 -0.090
C -3.163 3.684 -4.914 -0.066 0.011 -0.083
C -2.302 3.532 -3.837 -0.074 -0.112 0.218
C -2.231 2.285 -3.229 -0.026 0.046 -0.336
S -1.012 2.015 -2.024 0.059 -0.476 0.374
O -0.391 3.223 -1.633 0.058 0.228 0.063
O -1.620 1.190 -0.904 0.128 0.248 -0.447
O -0.069 0.967 -2.599 -0.197 0.602 -0.059
H -1.306 -1.721 -4.542 0.011 -0.039 0.045
H -4.409 0.522 -5.100 -0.054 -0.049 -0.064
H -4.561 2.735 -6.227 0.003 -0.001 0.065
H -3.239 4.645 -5.406 -0.003 -0.039 0.015
H -1.705 4.354 -3.464 0.003 -0.061 -0.052
```
Positions in Å, forces in eV/Å.


No. 3
C7H14Cl14 | ωB97M-V/def2-TZVPD

Orbital gap in eV: 10.7661
Calculated total energy in Eh: -6717.7662
Maximum force in eV/Å: 1.25
Energy above the lowest of the compared OMol25 structures with the same formula, charge and spin in kcal/mol: 14.78
HOMO level in eV: -10.75

```
35
Properties=species:S:1:pos:R:3:forces:R:3
Cl -4.369 3.971 2.448 -0.044 0.128 -0.592
C -3.902 4.000 0.726 0.674 0.234 -0.003
Cl -4.997 3.150 -0.354 -0.179 -0.252 0.083
H -3.828 5.014 0.333 -0.177 -0.013 0.506
H -2.913 3.546 0.664 -0.245 -0.084 0.014
Cl 1.568 -2.326 1.739 0.875 0.319 0.594
C 2.957 -1.463 2.559 -0.511 -0.226 0.179
Cl 2.750 -1.323 4.317 -0.266 0.005 -0.192
H 3.877 -2.039 2.459 -0.335 0.158 -0.551
H 2.972 -0.455 2.145 0.162 -0.352 -0.030
Cl -3.723 0.403 3.833 0.245 -0.470 -0.785
C -2.547 -0.592 2.909 0.215 0.148 0.158
Cl -1.262 -1.101 4.018 0.143 -0.155 -0.136
H -2.979 -1.485 2.458 -0.379 0.198 0.440
H -2.081 -0.020 2.107 -0.224 0.296 0.314
Cl 4.028 4.919 1.587 -0.574 -0.936 -0.527
C 3.140 3.636 0.645 -0.011 0.262 0.310
Cl 1.930 4.345 -0.445 0.359 -0.040 0.037
H 3.866 3.041 0.092 -0.067 0.405 -0.084
H 2.577 2.973 1.302 0.271 0.382 0.261
Cl -1.470 -1.269 -3.620 0.706 -0.810 -0.643
C -0.287 -1.958 -4.808 0.062 0.354 -0.748
Cl -0.702 -1.437 -6.488 0.214 -0.007 0.698
H 0.713 -1.605 -4.557 -0.330 0.278 -0.025
H -0.224 -3.042 -4.892 -0.668 0.172 0.688
Cl -1.311 1.323 -0.355 0.337 -0.512 -0.108
C -0.013 0.136 -0.717 -0.050 0.326 -0.396
Cl 1.556 0.692 -0.139 0.162 -0.005 0.272
H -0.256 -0.826 -0.267 0.043 0.261 -0.001
H 0.108 0.069 -1.798 -0.391 -0.084 0.269
Cl 0.298 -4.955 -2.832 -0.136 0.049 0.212
C 0.925 -4.089 -1.416 0.375 0.276 -0.469
Cl 2.026 -2.742 -1.980 -0.607 -0.791 0.584
H 0.104 -3.659 -0.843 0.163 0.022 -0.259
H 1.468 -4.830 -0.828 0.189 0.465 -0.071
```
Positions in Å, forces in eV/Å.


No. 4
C8H16N2O3Si | ωB97M-V/def2-TZVPD

Orbital gap in eV: 9.1140
Calculated total energy in Eh: -938.9916
Maximum force in eV/Å: 4.34
Energy above the lowest of the compared OMol25 structures with the same formula, charge and spin in kcal/mol: 51.93
HOMO level in eV: -9.72

```
30
Properties=species:S:1:pos:R:3:forces:R:3
C -1.697 -1.790 -0.154 -1.313 -2.589 0.877
C -2.726 0.564 1.496 -0.615 4.081 1.334
C -0.673 -0.505 -1.982 1.020 0.819 -0.532
C 2.055 -0.257 2.148 -0.585 -0.487 1.226
C 1.747 1.395 -0.759 1.380 -0.794 3.683
C 2.667 -1.608 -0.619 2.581 -1.385 1.382
C -2.513 0.703 0.032 0.279 -3.261 -0.833
C -0.947 -0.617 -0.505 -2.592 2.008 0.700
N -2.275 -2.748 0.179 0.972 1.820 -0.684
N -1.852 1.842 -0.386 2.145 1.616 1.270
O -1.727 2.151 -1.544 -0.844 0.094 -1.619
O -1.218 2.425 0.498 -0.087 0.407 0.138
O -0.002 -0.372 0.425 -2.156 -0.967 -0.393
Si 1.603 -0.263 0.268 2.829 1.787 0.344
H -3.116 -0.385 1.696 -0.261 -1.531 0.626
H -3.573 1.346 1.839 1.557 -1.650 -0.903
H -1.853 0.945 2.135 -1.074 -1.252 -1.173
H 0.436 -0.661 -1.997 -0.867 -0.669 -0.786
H -0.752 0.509 -2.510 -0.377 -1.206 1.267
H -1.309 -1.257 -2.502 0.912 0.514 0.122
H 2.208 -1.385 2.400 -0.055 1.942 -0.219
H 2.982 0.323 2.398 -0.597 -0.765 -0.361
H 1.250 0.146 2.926 1.405 -0.841 -2.026
H 1.847 1.110 -1.760 0.081 0.072 -1.651
H 0.860 2.009 -0.489 0.904 -0.106 -0.419
H 2.752 1.791 -0.347 -1.613 0.019 -0.935
H 2.307 -2.687 -0.541 0.091 1.456 -0.557
H 3.088 -1.338 -1.613 -1.090 -0.279 0.255
H 3.763 -1.769 -0.089 -2.706 0.796 -0.545
H -3.331 0.384 -0.645 0.676 0.351 0.413
```
Positions in Å, forces in eV/Å.